DFT (ωB97M-V with the def2-TZVPD basis set) results for a structure of composition C3H4O2Rb.

Its strongest force on any atom is 0.049 Eh/bohr. Its LUMO energy is -0.1481 Ha. The value obtained for the electronic energy is -290.95447 a.u. The energy above the lowest of the compared OMol25 structures with the same formula, charge and spin comes out at 60.3 kcal/mol.

ORCA input file:
```
! RIJCOSX wB97M-V def2-TZVPD def2/J DEFGRID3
* xyz 1 1
C 2.77323 0.63707 1.50169
C 1.52597 1.08182 0.85247
H 1.44544 2.12041 0.50327
H 0.72122 0.76957 1.55058
C 1.44916 0.00254 -0.27530
O 0.99504 0.26242 -1.37317
Rb -0.44868 -0.69038 -4.36450
H 1.60851 -1.05503 0.01716
O 3.79847 0.83597 0.72633
H 4.60623 0.89742 1.25521
*
```